1.
Below is a 3-piece molecular cluster, C5H12NO5 overall at a distorted geometry, with properties calculated with ωB97M-V with the def2-TZVPD basis set.

E: -628.4681 hartree
Largest force on an atom: 4.447 eV/A
Energy above the lowest of the compared OMol25 structures with the same formula, charge and spin: 6.2 kcal per mole
Total charge: +1

```
23
Properties=species:S:1:pos:R:3:forces:R:3:nbo_charge:R:1
C 3.66543 0.10749 -0.07009 0.445 -0.588 1.032 -0.43
C 2.82613 1.16833 -0.60146 -3.789 2.246 -0.209 -0.47
C 2.80753 -0.61595 0.93342 -0.255 -1.674 0.827 -0.20
C 1.40132 0.73160 -0.18400 0.199 -1.829 -1.250 0.73
C -2.86885 0.50738 0.31641 -0.237 -1.945 -2.220 1.02
N 1.44267 -0.38917 0.48412 -1.076 0.955 0.583 -0.53
O 0.32236 1.09680 -0.74298 1.805 2.919 -1.149 -0.61
O -4.43424 -2.12933 -0.79340 0.770 -1.291 0.939 -0.94
O -4.08869 0.09206 0.31377 -1.599 0.030 0.729 -0.71
O -2.71532 1.73339 0.65275 -1.091 3.303 2.771 -0.67
O -1.88734 -0.08346 -0.13435 0.233 -0.440 0.288 -0.73
H 3.87870 -0.67047 -0.75647 0.950 -0.123 -1.127 0.24
H 4.50411 0.52797 0.45818 0.708 -0.264 -0.301 0.25
H 3.01116 2.14560 -0.13496 0.039 -0.071 -0.409 0.26
H 2.59587 1.29684 -1.66203 1.140 0.097 -0.211 0.27
H 3.05772 -1.66662 0.83289 -0.221 -0.204 0.625 0.23
H 2.90382 -0.27607 1.94453 0.235 0.051 0.643 0.21
H 0.51305 -0.74722 0.78957 1.356 -0.292 0.019 0.45
H -0.54952 0.82637 -0.44322 -1.714 -1.377 0.838 0.54
H -3.78617 -2.87023 -0.61559 -1.159 1.343 -0.519 0.52
H -4.44735 -0.78958 -0.09637 1.850 0.477 0.316 0.55
H -3.47333 2.11674 1.22106 1.417 -1.008 -1.548 0.53
H -4.67905 -2.11247 -1.71174 -0.006 -0.314 -0.667 0.51
```
Positions in Å, forces in eV/Å.

2.
Below is C40H30F3N2O3S2SbY as an isolated structure at a distorted geometry, with properties calculated with ωB97M-V with the def2-TZVPD basis set.

E: -3251.7977 hartree
Largest force on an atom: 2.028 eV/A
Energy above the lowest of the compared OMol25 structures with the same formula, charge and spin: 21.4 kcal per mole
Total charge: +1

```
82
Properties=species:S:1:pos:R:3:forces:R:3:mulliken_charge:R:1
Y -0.20970 -0.13379 0.19121 -0.050 -0.079 0.222 0.91
C -7.29536 4.78909 -0.63456 -0.074 0.041 0.001 -1.46
C -6.06176 3.97517 -0.42570 0.151 -0.145 0.163 0.94
C -5.32974 3.51166 -1.51999 0.126 -0.090 0.119 -0.82
C -4.22631 2.70367 -1.33591 -0.017 -0.003 -0.179 -0.62
C -3.85313 2.35730 -0.04894 0.485 -0.302 0.240 -0.39
C -4.53567 2.82039 1.05679 0.060 -0.077 0.160 -0.20
C -5.64141 3.63028 0.85650 0.047 -0.004 -0.043 -0.80
S -2.46672 1.27729 0.09166 -0.636 0.818 -0.678 1.98
O -2.74857 0.00116 -0.56045 0.147 0.056 0.134 -0.69
O -2.02733 1.05432 1.47924 -0.025 -0.063 0.186 -0.77
N -1.17304 1.82140 -0.69658 -1.425 -0.288 -0.263 -0.01
C -0.38684 2.68894 0.02373 0.719 1.167 0.722 0.60
C -0.76976 3.98099 0.39908 0.141 -0.215 -0.081 -0.72
C 0.11108 4.74245 1.13733 0.025 -0.128 -0.050 -0.41
C 1.36449 4.22582 1.45820 -0.123 -0.118 -0.073 -0.77
C 1.66041 2.93333 1.07817 0.322 -0.049 0.278 -0.49
N 0.80074 2.15823 0.40467 -0.807 -0.197 -0.325 -0.18
H -7.10273 5.63532 -1.28862 0.009 0.100 -0.059 0.36
H -7.69882 5.15473 0.30518 -0.013 0.047 0.043 0.36
H -8.05535 4.17383 -1.11125 -0.129 -0.019 -0.060 0.34
H -5.63487 3.78146 -2.51764 -0.045 0.033 -0.174 0.43
H -3.64560 2.32484 -2.16046 0.006 0.030 -0.295 0.54
H -4.20316 2.53926 2.04322 -0.039 0.009 0.181 0.53
H -6.18938 3.99483 1.71089 -0.080 0.036 0.105 0.34
H -1.74896 4.34945 0.12732 0.007 0.007 -0.085 0.58
H -0.17565 5.73039 1.46874 0.034 0.066 -0.028 0.46
H 2.07004 4.81410 2.02071 0.146 -0.031 0.024 0.44
H 2.60523 2.46869 1.34133 -0.061 0.077 0.004 0.47
C 6.84444 -4.74920 7.26099 0.077 0.145 0.310 -1.06
C 5.79768 -4.40665 6.25149 -0.247 -0.155 -0.629 0.74
O 5.03626 -3.48478 6.28500 0.104 0.261 0.474 -0.51
S 5.78243 -5.55425 4.86443 -0.150 -0.086 -0.263 -0.22
C 4.52327 -4.76575 3.87480 0.338 -0.192 0.288 0.12
C 4.88672 -4.10692 2.70916 -0.016 -0.049 0.025 -0.54
C 3.93315 -3.41331 1.99302 -0.090 0.014 0.029 -0.38
C 2.61396 -3.35377 2.44882 0.311 -0.136 0.109 0.60
C 2.25306 -4.05319 3.60036 0.003 -0.010 0.022 -0.66
C 3.20474 -4.76256 4.30763 -0.028 0.012 -0.145 -0.37
C 1.69526 -2.49929 1.78256 0.388 -0.394 0.335 0.69
C 0.97235 -1.68844 1.24290 -0.188 0.049 -0.020 -1.51
H 6.40792 -4.70362 8.25608 -0.064 -0.031 0.055 0.31
H 7.62635 -3.99078 7.22206 0.043 -0.004 -0.073 0.28
H 7.27829 -5.73020 7.08912 0.028 -0.024 -0.025 0.37
H 5.91404 -4.11447 2.37771 0.082 -0.031 0.006 0.44
H 4.20942 -2.88330 1.09552 0.013 0.064 -0.087 0.34
H 1.23442 -4.01903 3.95375 -0.106 0.029 0.002 0.46
H 2.92733 -5.29370 5.20465 0.015 -0.024 0.088 0.45
F -2.01319 -3.15716 -8.53887 0.011 0.026 0.081 -0.32
C -1.74642 -2.69822 -7.31003 -0.011 0.065 0.199 0.30
C -0.50680 -2.13146 -7.06001 -0.105 -0.084 -0.153 -0.76
C -0.23816 -1.66075 -5.79037 0.106 0.081 0.181 0.04
C -1.19643 -1.75673 -4.78893 -0.146 0.144 0.893 -0.54
C -2.43193 -2.32587 -5.05681 0.000 0.032 0.114 -0.53
C -2.71473 -2.80214 -6.32702 0.027 -0.057 -0.242 -0.55
Sb -0.65443 -1.01052 -2.82529 1.178 -0.287 -1.626 1.45
C 1.25729 -2.06133 -2.77568 -0.639 0.404 0.086 0.45
C 1.43199 -3.26633 -3.44296 -0.041 0.061 0.035 -0.46
C 2.59949 -3.99392 -3.29720 0.178 -0.082 0.079 -0.75
C 3.59074 -3.50622 -2.46485 -0.198 0.182 0.036 0.30
F 4.71370 -4.21384 -2.28917 0.011 0.013 -0.058 -0.33
C 3.44541 -2.30695 -1.79117 0.154 -0.079 0.028 -1.13
C 2.26807 -1.59911 -1.94327 -0.102 0.005 -0.069 0.11
C 0.11038 0.86599 -3.58222 -0.301 -0.496 0.223 0.54
C -0.38224 1.43576 -4.74944 -0.031 -0.114 0.100 -0.45
C 0.06034 2.67876 -5.16759 0.125 0.236 0.014 -0.72
C 1.00267 3.34275 -4.40271 -0.102 -0.184 0.063 0.23
F 1.42563 4.55470 -4.78770 0.018 -0.032 -0.026 -0.33
C 1.51149 2.79554 -3.23832 0.071 0.154 -0.002 -0.84
C 1.04467 1.56095 -2.82926 -0.010 -0.070 -0.088 0.07
H 0.22547 -2.06724 -7.84867 0.064 -0.004 -0.106 0.46
H 0.72373 -1.21738 -5.56925 0.068 -0.003 -0.092 0.53
H -3.17864 -2.40347 -4.27844 -0.069 -0.036 -0.015 0.38
H -3.66596 -3.25122 -6.56357 -0.102 -0.048 -0.023 0.46
H 0.64920 -3.64197 -4.08534 -0.019 -0.105 -0.070 0.46
H 2.74224 -4.93092 -3.81001 0.048 -0.131 -0.052 0.47
H 4.23789 -1.93986 -1.16035 0.139 -0.009 0.090 0.48
H 2.16518 -0.66080 -1.39726 0.138 -0.086 -0.045 0.21
H -1.11531 0.90672 -5.34439 -0.019 0.041 -0.040 0.50
H -0.31585 3.13595 -6.06902 -0.021 0.063 -0.098 0.47
H 2.25315 3.33143 -2.66819 0.081 0.132 0.057 0.54
H 1.42504 1.15071 -1.89641 0.085 0.148 -0.167 -0.21
```
Positions in Å, forces in eV/Å.